Entry 1:
Formula: C7H14N2O3S
Source: the Open Molecules 2025 dataset
Level of theory: wB97M-V/def2-TZVPD

Geometry as XYZ:
```
27
C7H14N2O3S wB97M-V/def2-TZVPD
H 2.35575 0.28423 -0.68514
H -0.89748 1.79224 -1.21317
H 2.55177 -1.57494 0.74238
H 0.99451 1.32142 2.38958
C 2.01065 -1.09305 1.65441
H -2.84833 0.23590 -2.51505
C -0.71998 0.20762 -2.73621
H -2.02086 -1.25405 -1.90654
H 0.05441 0.01633 2.84822
H 0.50991 -1.51307 -0.60392
C -1.78084 0.25992 -0.44584
O -0.16199 1.26246 -2.54733
H -0.56190 1.34255 1.56257
S -0.21925 -0.95731 -3.80649
O -1.41813 1.60596 -0.31940
O -2.98893 -1.27134 0.84720
C 0.30196 0.68314 1.95752
C 1.62361 0.86919 0.01285
C -1.96412 -0.21568 -1.91354
H -0.43499 -1.53922 0.93542
N -2.65115 -0.13804 0.44109
H 1.36135 -1.92672 1.96767
C 0.09206 -0.89432 0.19839
H 0.98067 1.43520 -0.68852
H 2.15488 1.64134 0.67096
N 0.99971 -0.05184 0.89091
H 2.67671 -0.52792 2.26200
```

Orbital gap (spin up / spin down)   5.894 / 5.372 eV
Relative energy (zero: lowest compared OMol25 entry of this formula, charge and spin)   194.87 kcal per mole
F_max   0.096 hartree/bohr
LUMO (spin up / spin down)   -1.194 / -1.697 eV

Entry 2:
Formula: C23H22AuBrN5O2S
Source: the Open Molecules 2025 dataset
Level of theory: wB97M-V/def2-TZVPD

Geometry as XYZ:
```
55
C23H22AuBrN5O2S wB97M-V/def2-TZVPD
H 0.74576 2.98073 -1.54147
C 1.51126 -3.11982 -1.47379
N 0.92117 -2.00948 -1.05185
C 0.00427 2.26694 -1.19338
C -4.19790 -0.19523 2.46501
H 2.96161 0.82567 1.17454
C -3.41406 1.97814 -3.69621
N -0.20488 -0.81744 0.48475
C -3.39415 1.31722 -2.47068
Au 0.78542 0.25954 -1.25987
C 5.63013 1.74746 -0.66958
H -4.99658 0.52452 2.33473
Br 2.87335 0.74256 -3.60143
C -4.50725 -1.51436 2.85835
H 5.61966 1.72249 -2.83067
H -1.33669 -2.75012 3.03464
O 0.73413 -1.02327 2.84901
H 0.54987 -5.13333 1.03838
H 6.64625 2.11523 -0.60074
N 0.13187 -3.13675 0.88233
C -1.87272 -0.75529 2.47074
C -2.89172 0.17625 2.26674
H -3.69825 -3.43387 3.41362
H -4.24903 0.72820 -2.16350
C 3.60044 1.03500 0.32261
H -0.33727 3.39073 -3.60821
S -0.22630 -0.30212 2.07670
H -2.32823 3.24264 -5.05100
C 4.90137 1.49950 0.48802
C 0.68874 -4.24816 0.42818
H 5.44685 0.77234 2.42250
H 6.47192 2.09121 1.83643
H -6.54226 -1.23518 2.90619
H -4.28359 1.90701 -4.33569
C 5.06895 1.53356 -1.92111
N 3.05782 0.82636 -0.87543
H -2.26042 0.87857 -0.70877
H 2.03797 -3.05888 -2.41826
H -6.02167 -2.81787 3.34070
H 4.83231 2.41663 2.41901
C -2.30939 2.72578 -4.10060
C -1.16063 2.16452 -2.03896
O -0.11919 1.12508 1.98895
C -2.15379 -2.05957 2.87759
C 5.45379 1.71086 1.86669
C 0.28098 -2.04333 0.14031
C -3.45929 -2.43245 3.07813
H -2.63112 1.19104 1.99661
C 3.77089 1.07017 -1.96319
H 1.88720 -5.20578 -1.10147
C -2.28955 1.40604 -1.65246
C -1.19588 2.80965 -3.29377
C 1.42346 -4.29628 -0.75215
N -5.79473 -1.89184 3.02978
H -0.16090 2.29881 -0.11699
```

Orbital gap (spin up / spin down)   7.633 / 4.524 eV
Total charge   +1
Relative energy (zero: lowest compared OMol25 entry of this formula, charge and spin)   8.30 kcal per mole
2S+1   3
F_max   0.024 hartree/bohr
LUMO (spin up / spin down)   -2.432 / -6.112 eV

Entry 3:
Formula: CH5BrSi
Source: the Open Molecules 2025 dataset
Level of theory: wB97M-V/def2-TZVPD

Geometry as XYZ:
```
8
CH5BrSi wB97M-V/def2-TZVPD
C 1.97713 -0.01051 -0.07520
H -1.07525 0.85017 0.71222
H 1.23656 -0.35788 0.70181
Br -4.06082 0.27504 -0.29653
H 2.51912 -0.57000 -0.86580
H 2.52276 0.86011 0.14302
Si -1.81525 0.11768 -0.26230
H -1.30425 -1.16460 -0.05722
```

Orbital gap (spin up / spin down)   8.792 / 9.662 eV
Relative energy (zero: lowest compared OMol25 entry of this formula, charge and spin)   0.00 kcal per mole
2S+1   3
F_max   0.038 hartree/bohr
LUMO (spin up / spin down)   0.714 / -1.184 eV

Entry 4:
Formula: C22H11Co2F3O6S
Source: the Open Molecules 2025 dataset
Level of theory: wB97M-V/def2-TZVPD

Geometry as XYZ:
```
45
C22H11Co2F3O6S wB97M-V/def2-TZVPD
H -2.15765 1.77533 -4.83597
Co 1.99852 -2.08087 -1.64226
F -5.50605 1.43699 4.66410
C 0.36056 -2.62769 -1.93308
O 5.09426 -1.78312 0.16203
H -2.38687 2.32549 -2.40674
S 0.82617 -0.15884 2.75203
C -5.03867 0.32908 4.03379
O 3.12056 -2.48732 -4.29305
C -3.54632 0.25398 3.98825
C 4.16807 1.45972 -0.45090
O 4.65379 0.11415 -3.62695
H -0.03962 0.63308 0.92614
O -0.76487 -2.87291 -2.11757
C -0.82552 0.13086 3.37846
O 2.85899 -4.36560 -0.04891
C -1.53064 1.74829 -2.78946
H -0.67379 1.52621 -0.79488
H -1.01893 -1.97302 3.76624
C 3.98611 0.03840 -2.69430
C 1.47818 -0.13141 -1.38155
C -1.42689 1.36401 3.73116
O 4.81457 2.32331 -0.00679
C 0.53562 0.52942 -2.30089
C 0.73953 0.42284 -3.69689
F -5.56091 0.35740 2.78172
C -2.80791 1.43365 3.93285
H -3.51204 -1.91024 3.96374
C -1.55639 -1.03406 3.68443
H -3.33004 2.38753 4.04829
C -0.20179 0.90284 -4.60375
C -2.93044 -0.99178 3.88783
C 2.70853 -2.27996 -3.22020
C 4.19430 -1.24767 -0.32626
C 2.56922 -3.42922 -0.65706
H 1.39808 1.70178 1.35465
C -1.36642 1.51492 -4.15282
C -0.59079 1.28721 -1.85966
Co 3.21821 0.08998 -1.03753
H 0.00252 0.80798 -5.67712
H 1.67956 -0.00948 -4.04296
C 1.78450 0.24713 -0.07757
C 1.02368 0.70993 1.07417
F -5.61737 -0.72528 4.66001
H -0.82362 2.25697 3.88523
```

Orbital gap   6.799 eV
Relative energy (zero: lowest compared OMol25 entry of this formula, charge and spin)   0.00 kcal per mole
F_max   0.091 hartree/bohr
LUMO   -1.373 eV

Entry 5:
Formula: C5H15N2O3
Source: the Open Molecules 2025 dataset
Level of theory: wB97M-V/def2-TZVPD

Geometry as XYZ:
```
25
C5H15N2O3 wB97M-V/def2-TZVPD
C -0.39654 -0.93048 -1.17682
O -1.13289 0.01169 3.75295
H 0.72879 -3.32324 2.17800
N 1.30295 2.82646 -1.96193
H 0.55556 -0.61190 0.72380
H -0.51878 -0.58524 -2.22938
H -2.27253 -0.98908 -0.45183
C 0.82183 1.97189 -0.89554
H 2.44729 0.74595 -0.26101
H 1.30750 2.49907 -2.91828
H -1.02577 3.13707 -0.59253
H -0.00241 -3.94204 0.93139
C 0.58548 -0.39331 -0.38428
H -0.79306 -0.85304 3.99331
C 1.52528 0.62996 -0.87578
C -0.67617 2.18871 -0.55172
O -1.37782 1.16931 -0.30737
H 1.99443 3.35170 -1.66376
H 1.42074 2.39657 0.13656
O -0.02133 -3.32008 1.73114
N -1.49513 -1.63231 -0.47741
H -2.02040 -0.19270 3.76852
H 1.74005 0.32709 -1.93305
H -0.92434 -1.98340 0.46472
H -1.77275 -2.49864 -0.99971
```

Orbital gap   9.115 eV
Total charge   +1
Relative energy (zero: lowest compared OMol25 entry of this formula, charge and spin)   114.28 kcal per mole
F_max   0.162 hartree/bohr
LUMO   -3.151 eV

Entry 6:
Formula: C4H5NO2S
Source: the Open Molecules 2025 dataset
Level of theory: wB97M-V/def2-TZVPD

Geometry as XYZ:
```
13
C4H5NO2S wB97M-V/def2-TZVPD
C 0.11523 -1.83082 -0.58608
C -0.79911 0.52996 0.31074
N -0.06567 1.57346 0.64585
C 0.19284 -0.35203 -0.61788
H 0.95859 -2.25035 0.08505
H -0.39375 2.39823 1.19958
S 2.44236 2.45192 0.70634
H -2.36478 -0.17417 -0.31193
H -0.78040 -2.14496 -0.05063
C 1.25508 1.45736 0.22569
O 1.39336 0.21173 -0.33359
H 0.16898 -2.40603 -1.57197
O -2.12273 0.53569 0.29883
```

SMILES string   Cc1oc(=S)[nH]c1O
Orbital gap (spin up / spin down)   7.345 / 7.345 eV
Relative energy (zero: lowest compared OMol25 entry of this formula, charge and spin)   74.98 kcal per mole
F_max   0.138 hartree/bohr
LUMO (spin up / spin down)   0.000 / 0.000 eV